# 1
20
Properties=species:S:1:pos:R:3:forces:R:3 method="wB97M-V/def2-TZVPD" homo_energy_ev=-8.7 gap_ev=9.5 e_above_lowest_ev=2.409 charge=0 lumo_energy_ev=0.8
O 1.367887 1.174566 -3.533924 0.662 -0.604 3.125
N 0.031407 0.914541 0.550597 -2.776 0.424 1.476
C -1.002347 1.149362 -0.468999 -1.241 -1.000 -0.875
C -0.579127 -1.303279 1.504480 0.154 -0.597 -1.345
C -0.649046 0.210844 1.741240 5.273 -0.039 1.330
C 1.086920 -0.011743 0.172950 0.144 0.897 0.822
C 0.503430 -1.389939 0.311997 -2.448 -0.052 -0.200
H -1.995836 1.665560 -0.145495 2.415 0.096 -0.118
H 1.701173 1.046497 -2.559745 -0.639 0.557 -2.871
H -0.324634 -1.982740 2.358823 -0.212 1.000 -0.541
H -1.617725 -1.584030 1.140409 1.384 -0.245 0.229
H 1.471225 0.287691 -0.810025 -0.066 -0.449 0.163
H -1.654259 0.426047 1.964675 -0.882 1.370 0.281
H 1.911155 0.124934 0.906611 -0.303 -0.004 -0.433
H 1.267080 -2.126111 0.423972 0.177 -0.837 -0.072
H 0.513940 0.728167 -3.456250 -0.014 0.073 -0.351
H -0.521400 1.579723 -1.392503 -0.832 -0.089 0.957
H -1.506813 0.180926 -0.748863 0.673 0.315 -0.350
H -0.179158 -1.533311 -0.551506 1.031 -0.561 0.057
H 0.176130 0.442296 2.591556 -2.499 -0.255 -1.283


# 2
20
Properties=species:S:1:pos:R:3:forces:R:3 method="wB97M-V/def2-TZVPD" homo_energy_ev=-7.7 gap_ev=8.7 e_above_lowest_ev=2.464 charge=0 lumo_energy_ev=1.0
O 1.558770 1.021016 -2.693158 0.061 0.176 0.119
N -1.525620 0.182448 -0.986160 0.558 1.009 -1.142
C -1.112386 0.294282 0.325161 0.027 -0.413 0.641
C 1.566924 -0.055047 2.867219 0.962 -0.035 0.162
C 0.371821 -0.603852 2.112658 0.072 0.926 -1.361
C 0.142756 0.046504 0.760554 -0.376 0.841 0.134
C -1.531228 -1.042404 -1.783672 0.211 -0.118 0.717
H 2.226030 -0.800459 3.318823 -0.465 -0.339 0.176
H 0.952708 1.083429 -1.944166 -0.107 -0.085 -0.092
H -1.113857 -0.889525 -2.776935 -0.270 0.111 -0.133
H 2.104876 1.813863 -2.630104 -0.077 -0.134 -0.039
H 1.341424 0.657895 3.655594 -0.249 0.146 -0.088
H 0.546251 -1.633793 1.790891 -0.190 -0.226 0.685
H -2.268287 0.778460 -1.310662 -0.082 0.196 0.441
H 0.990981 0.434841 0.197913 0.092 -1.103 -0.486
H -1.877859 0.565251 1.065605 -0.166 -0.663 -0.025
H -0.925719 -1.829242 -1.332083 0.007 0.212 0.255
H 2.261239 0.420216 2.170900 -0.189 0.319 -0.096
H -0.604943 -0.488352 2.580604 0.108 -0.499 0.664
H -2.568317 -1.384737 -1.789726 0.072 -0.323 -0.532